No. 1
DFT (ωB97M-V/def2-TZVPD) results for an isolated molecule of C6H10O.

LUMO level: 1.0 eV
SMILES: O[C@@H]1C=CCCC1
Spin multiplicity: 1
F_max: 0.0065 Eh/bohr
HOMO: -9.7 eV
Charge: 0
Relative energy (zero: lowest compared OMol25 entry of this formula, charge and spin): 0.010 eV

Each line ends with the Löwdin charge.
Cartesian coordinates (Å):
O: 1.82 -0.97 1.05  -0.035
C: 1.28 -0.50 -0.20  -0.390
C: 1.08 0.99 -0.17  -0.062
C: -0.12 1.57 -0.12  -0.087
C: -1.41 0.81 -0.09  -0.200
C: -1.19 -0.66 0.30  -0.200
C: -0.02 -1.24 -0.50  -0.154
H: 1.90 -0.21 1.63  0.086
H: 2.02 -0.75 -0.97  0.139
H: 1.99 1.60 -0.17  0.108
H: -0.18 2.66 -0.10  0.102
H: -1.89 0.87 -1.08  0.117
H: -2.11 1.29 0.61  0.110
H: -0.94 -0.72 1.37  0.117
H: -2.10 -1.24 0.14  0.109
H: 0.12 -2.30 -0.27  0.117
H: -0.23 -1.16 -1.58  0.123

---

No. 2
DFT (ωB97M-V/def2-TZVPD) results for the ion H2N3O2S with charge -1.

LUMO level (spin up / spin down): 4.0 / 4.0 eV
SMILES: NN([O-])[N+]([O-])=S
Spin multiplicity: 1
F_max: 0.0711 Eh/bohr
HOMO (spin up / spin down): -3.1 / -3.1 eV
Charge: -1
Relative energy (zero: lowest compared OMol25 entry of this formula, charge and spin): 2.253 eV

Each line ends with the Löwdin charge.
Cartesian coordinates (Å):
N: 0.23 0.18 -0.37  0.090
N: 1.13 -0.92 -0.06  -0.372
O: 1.28 -1.68 -1.09  -0.166
N: 1.66 -1.16 1.10  -0.798
O: 2.38 -2.18 1.27  -0.184
S: 1.22 -0.22 2.35  0.429
H: 0.19 0.68 0.48  -0.059
H: -0.66 -0.18 -0.58  0.059